(1)
{
  "formula": "C5H14N2O",
  "method": "ωB97M-V with the def2-TZVPD basis set",
  "smiles": "C=CC[C@H](N)CN.O",
  "fmax_ev_per_a": 1.57,
  "orbital_gap_ev": 9.946,
  "homo_ev": -9.0,
  "total_energy_ha": -383.6094,
  "e_above_lowest_kj_mol": 239.8,
  "species": ["C", "C", "C", "C", "N", "C", "N", "H", "H", "H", "H", "H", "H", "H", "H", "H", "H", "H", "H", "O", "H", "H"],
  "positions_angstrom": [[-0.543, -1.811, -1.619], [-1.032, -1.551, -0.416], [-0.166, -1.303, 0.801], [0.714, -0.017, 0.744], [1.974, -0.259, 1.411], [0.009, 1.162, 1.386], [-0.044, 2.306, 0.454], [0.475, -1.870, -2.000], [-1.258, -1.983, -2.424], [-2.097, -1.387, -0.283], [-0.773, -1.265, 1.706], [0.434, -2.180, 0.943], [0.863, 0.180, -0.321], [2.229, 0.514, 1.995], [2.744, -0.659, 0.903], [0.610, 1.467, 2.257], [-0.949, 0.833, 1.823], [-0.874, 2.861, 0.682], [-0.307, 1.916, -0.444], [-0.983, 1.220, -2.517], [-0.853, 0.363, -2.081], [-0.176, 1.462, -3.002]],
  "mulliken_charge": [-0.923, 0.008, -1.047, 0.663, -0.640, -0.841, -0.635, 0.319, 0.347, 0.269, 0.334, 0.393, 0.301, 0.174, 0.191, 0.363, 0.281, 0.248, 0.285, -0.734, 0.318, 0.326]
}

(2)
{
  "formula": "C5H14N2O",
  "method": "ωB97M-V with the def2-TZVPD basis set",
  "smiles": "C/C(N)=C(/C)N.CO",
  "fmax_ev_per_a": 3.51,
  "orbital_gap_ev": 8.605,
  "homo_ev": -7.8,
  "total_energy_ha": -383.5899,
  "e_above_lowest_kj_mol": 291.0,
  "species": ["C", "C", "N", "C", "C", "N", "H", "H", "H", "H", "H", "H", "H", "H", "H", "H", "C", "O", "H", "H", "H", "H"],
  "positions_angstrom": [[0.481, 0.474, -2.079], [0.265, 0.696, -0.591], [0.270, 2.090, -0.261], [0.760, -0.241, 0.327], [1.095, 0.135, 1.746], [1.379, -1.414, -0.103], [-0.098, 1.211, -2.632], [0.140, -0.514, -2.392], [1.530, 0.580, -2.366], [0.635, 2.342, 0.645], [-0.635, 2.521, -0.391], [1.981, 0.775, 1.770], [0.275, 0.684, 2.207], [1.309, -0.753, 2.339], [1.315, -2.185, 0.544], [1.177, -1.699, -1.046], [-2.152, -1.046, 0.582], [-2.335, -0.001, -0.274], [-2.943, -1.089, 1.343], [-2.064, -2.022, 0.077], [-1.114, -0.930, 1.056], [-1.269, 0.388, -0.500]],
  "mulliken_charge": [-1.468, 1.100, -0.597, -0.072, -1.671, -0.512, 0.348, 0.447, 0.356, 0.211, 0.274, 0.410, 0.374, 0.409, 0.236, 0.181, -0.231, -0.646, 0.287, 0.208, -0.053, 0.408]
}

(3)
{
  "formula": "C5H14N2O",
  "method": "ωB97M-V with the def2-TZVPD basis set",
  "smiles": "C=CC[C@H](N)CN.O",
  "fmax_ev_per_a": 2.57,
  "orbital_gap_ev": 9.305,
  "homo_ev": -8.7,
  "total_energy_ha": -383.6174,
  "e_above_lowest_kj_mol": 218.7,
  "species": ["C", "C", "C", "C", "N", "C", "N", "H", "H", "H", "H", "H", "H", "H", "H", "H", "H", "H", "H", "O", "H", "H"],
  "positions_angstrom": [[-1.695, 1.153, -1.928], [-1.273, 1.266, -0.683], [-1.561, 0.232, 0.376], [-0.401, -0.717, 0.631], [-0.913, -1.902, 1.265], [0.659, -0.014, 1.525], [2.009, -0.510, 1.173], [-2.242, 0.257, -2.211], [-1.575, 1.886, -2.716], [-0.608, 2.063, -0.372], [-1.898, 0.809, 1.242], [-2.469, -0.339, 0.152], [0.066, -0.944, -0.298], [-1.581, -1.699, 1.989], [-0.161, -2.512, 1.547], [0.463, -0.240, 2.572], [0.612, 1.070, 1.364], [2.717, 0.131, 1.503], [2.037, -0.571, 0.161], [2.390, 0.114, -2.122], [3.339, 0.274, -2.141], [2.085, 0.195, -3.027]],
  "mulliken_charge": [-0.791, -0.017, -1.216, 0.449, -0.742, -0.653, -0.630, 0.250, 0.295, 0.259, 0.337, 0.517, 0.434, 0.221, 0.237, 0.289, 0.268, 0.240, 0.267, -0.592, 0.283, 0.294]
}

(4)
{
  "formula": "C5H14N2O",
  "method": "ωB97M-V with the def2-TZVPD basis set",
  "fmax_ev_per_a": 2.23,
  "orbital_gap_ev": 4.858,
  "homo_ev": -7.7,
  "total_energy_ha": -383.4056,
  "e_above_lowest_kj_mol": 774.9,
  "species": ["N", "C", "C", "O", "C", "N", "C", "C", "H", "H", "H", "H", "H", "H", "H", "H", "H", "H", "H", "H", "H", "H"],
  "positions_angstrom": [[1.936, -0.208, 1.098], [1.679, -0.233, -0.281], [1.790, 1.137, -0.979], [-2.169, 0.483, -1.372], [0.295, -0.881, -0.415], [-0.442, -0.561, 0.834], [-0.565, 0.869, 1.179], [-1.737, -1.098, 0.681], [-3.001, 0.601, -1.842], [2.314, -1.125, 1.372], [2.338, -0.925, -0.808], [1.690, 1.024, -2.062], [1.048, 1.822, -0.604], [2.769, 1.562, -0.752], [-0.263, -0.564, -1.309], [0.439, -1.962, -0.436], [0.405, 1.297, 1.335], [-1.149, 1.373, 0.403], [-1.117, 0.945, 2.111], [-2.310, -0.930, 1.588], [-2.261, -0.469, -0.184], [-1.689, -2.156, 0.442]],
  "mulliken_charge": [-0.600, 0.278, -1.346, -0.800, -0.686, 0.001, -0.980, -0.645, 0.156, 0.259, 0.507, 0.379, 0.277, 0.364, 0.333, 0.466, 0.308, 0.391, 0.372, 0.342, 0.268, 0.355]
}

(5)
{
  "formula": "C5H14N2O",
  "method": "ωB97M-V with the def2-TZVPD basis set",
  "smiles": "C/C=C/O.NCCN",
  "fmax_ev_per_a": 0.85,
  "orbital_gap_ev": 9.577,
  "homo_ev": -8.8,
  "total_energy_ha": -383.6167,
  "e_above_lowest_kj_mol": 220.6,
  "species": ["C", "C", "C", "O", "H", "H", "H", "H", "H", "H", "N", "C", "C", "N", "H", "H", "H", "H", "H", "H", "H", "H"],
  "positions_angstrom": [[-2.213, 2.494, -0.119], [-1.942, 1.023, -0.143], [-2.207, 0.281, -1.201], [-1.936, -1.068, -1.287], [-1.308, 3.079, -0.273], [-2.902, 2.763, -0.916], [-2.632, 2.808, 0.835], [-1.395, 0.563, 0.673], [-2.732, 0.683, -2.065], [-2.609, -1.477, -1.840], [1.169, -0.604, -1.198], [1.724, -0.287, 0.111], [2.093, -1.554, 0.859], [2.751, -1.207, 2.126], [0.882, 0.240, -1.674], [0.343, -1.185, -1.149], [1.062, 0.336, 0.724], [2.643, 0.279, -0.029], [1.205, -2.194, 0.981], [2.821, -2.089, 0.246], [2.067, -0.838, 2.778], [3.118, -2.046, 2.559]],
  "mulliken_charge": [-1.070, 0.118, -0.370, -0.485, 0.240, 0.325, 0.307, 0.322, 0.286, 0.322, -0.654, -0.274, -0.493, -0.602, 0.264, 0.245, 0.148, 0.328, 0.278, 0.325, 0.209, 0.232]
}

(6)
{
  "formula": "C5H14N2O",
  "method": "ωB97M-V with the def2-TZVPD basis set",
  "smiles": "C=CC[C@H](N)CN.O",
  "fmax_ev_per_a": 1.36,
  "orbital_gap_ev": 9.881,
  "homo_ev": -8.8,
  "total_energy_ha": -383.6223,
  "e_above_lowest_kj_mol": 205.9,
  "species": ["C", "C", "C", "C", "N", "C", "N", "H", "H", "H", "H", "H", "H", "H", "H", "H", "H", "H", "H", "O", "H", "H"],
  "positions_angstrom": [[-0.488, -1.339, 2.408], [-0.915, -0.370, 1.615], [-0.117, 0.854, 1.279], [0.503, 0.820, -0.144], [1.598, 1.784, -0.159], [-0.517, 0.962, -1.269], [-0.073, 0.203, -2.428], [0.491, -1.333, 2.881], [-1.071, -2.230, 2.617], [-1.752, -0.536, 0.941], [-0.768, 1.740, 1.257], [0.689, 1.060, 1.980], [0.926, -0.176, -0.292], [1.222, 2.716, -0.043], [2.184, 1.753, -0.982], [-0.804, 1.973, -1.561], [-1.457, 0.535, -0.889], [-0.402, 0.622, -3.288], [-0.425, -0.745, -2.385], [-0.129, -2.581, -0.601], [0.782, -2.784, -0.846], [-0.091, -1.956, 0.138]],
  "mulliken_charge": [-0.646, -0.379, -0.665, 0.185, -0.642, -0.512, -0.630, 0.263, 0.296, 0.416, 0.315, 0.357, 0.103, 0.256, 0.261, 0.423, 0.205, 0.209, 0.244, -0.660, 0.329, 0.272]
}

(7)
{
  "formula": "C5H14N2O",
  "method": "ωB97M-V with the def2-TZVPD basis set",
  "smiles": "C[C@@H](O)NN.C=CC",
  "fmax_ev_per_a": 0.95,
  "orbital_gap_ev": 9.865,
  "homo_ev": -8.8,
  "total_energy_ha": -383.5890,
  "e_above_lowest_kj_mol": 293.2,
  "species": ["C", "C", "O", "N", "N", "H", "H", "H", "H", "H", "H", "H", "H", "C", "C", "C", "H", "H", "H", "H", "H", "H"],
  "positions_angstrom": [[2.502, 0.837, -1.254], [1.056, 0.450, -0.949], [0.843, -0.868, -1.348], [0.664, 0.569, 0.467], [1.291, -0.351, 1.351], [2.679, 0.737, -2.321], [2.692, 1.865, -0.947], [3.191, 0.172, -0.734], [0.380, 1.141, -1.484], [-0.107, -1.071, -1.161], [0.852, 1.508, 0.805], [2.283, -0.489, 1.137], [0.848, -1.252, 1.199], [-2.104, -0.954, -0.671], [-2.045, 0.042, 0.215], [-2.121, -0.138, 1.692], [-2.221, -0.764, -1.727], [-2.185, -1.981, -0.347], [-2.089, 1.068, -0.127], [-2.213, -1.193, 1.960], [-2.973, 0.407, 2.094], [-1.221, 0.264, 2.152]],
  "mulliken_charge": [-1.323, 0.210, -0.571, -0.078, -0.672, 0.362, 0.339, 0.345, 0.262, 0.310, 0.243, 0.265, 0.242, -1.286, 0.592, -1.157, 0.407, 0.312, 0.269, 0.287, 0.350, 0.291]
}

(8)
{
  "formula": "C5H14N2O",
  "method": "ωB97M-V with the def2-TZVPD basis set",
  "smiles": "CN(CCN)CCO",
  "fmax_ev_per_a": 4.12,
  "orbital_gap_ev": 9.381,
  "homo_ev": -8.5,
  "total_energy_ha": -383.5326,
  "e_above_lowest_kj_mol": 441.4,
  "species": ["C", "N", "C", "C", "N", "C", "C", "O", "H", "H", "H", "H", "H", "H", "H", "H", "H", "H", "H", "H", "H", "H"],
  "positions_angstrom": [[-0.427, -0.993, 0.997], [0.419, -0.484, -0.062], [0.884, 1.032, 0.252], [0.565, 1.620, 1.707], [-0.812, 2.154, 1.947], [-0.344, -0.486, -1.364], [0.270, -1.442, -2.351], [0.477, -2.755, -1.985], [-1.174, -0.320, 1.485], [0.199, -0.813, 1.989], [-0.748, -2.067, 0.877], [2.036, 0.890, 0.363], [0.385, 1.702, -0.443], [1.356, 2.456, 1.980], [0.660, 0.805, 2.460], [-1.032, 2.980, 1.466], [-1.564, 1.589, 1.734], [-0.126, 0.480, -1.818], [-1.400, -0.630, -1.277], [-0.524, -1.408, -3.308], [1.260, -1.048, -2.726], [-0.358, -3.260, -1.924]],
  "mulliken_charge": [-0.919, 0.019, -0.218, -0.752, -0.570, -0.513, -0.603, -0.497, 0.221, 0.235, 0.313, 0.192, 0.295, 0.318, 0.413, 0.220, 0.223, 0.333, 0.458, 0.259, 0.262, 0.312]
}

(9)
{
  "formula": "C5H14N2O",
  "method": "ωB97M-V with the def2-TZVPD basis set",
  "smiles": "C[C@@H](CO)C(C)(N)N",
  "fmax_ev_per_a": 5.19,
  "orbital_gap_ev": 9.845,
  "homo_ev": -8.9,
  "total_energy_ha": -383.6215,
  "e_above_lowest_kj_mol": 208.1,
  "species": ["C", "C", "C", "O", "C", "C", "N", "N", "H", "H", "H", "H", "H", "H", "H", "H", "H", "H", "H", "H", "H", "H"],
  "positions_angstrom": [[-1.487, -0.371, -1.292], [-0.261, -0.682, -0.444], [1.126, -0.594, -1.417], [2.205, -1.316, -0.876], [0.050, 0.240, 0.694], [0.139, 1.732, 0.408], [1.111, -0.206, 1.520], [-1.277, -0.015, 1.677], [-1.345, -0.657, -2.340], [-1.774, 0.681, -1.302], [-2.354, -0.926, -0.924], [-0.278, -1.725, -0.116], [0.853, -1.077, -2.358], [1.419, 0.433, -1.651], [2.167, -1.244, 0.097], [-0.528, 2.066, -0.389], [-0.135, 2.295, 1.307], [1.153, 2.037, 0.130], [1.883, 0.455, 1.550], [0.784, -0.320, 2.477], [-1.270, -0.983, 1.997], [-2.181, 0.177, 1.251]],
  "mulliken_charge": [-1.453, 0.160, -0.697, -0.568, 1.274, -1.693, -0.695, -0.863, 0.395, 0.262, 0.353, 0.374, 0.336, 0.288, 0.405, 0.253, 0.476, 0.389, 0.220, 0.275, 0.259, 0.250]
}

(10)
{
  "formula": "C5H14N2O",
  "method": "ωB97M-V with the def2-TZVPD basis set",
  "smiles": "CN[C@H](CO)CCN",
  "fmax_ev_per_a": 2.85,
  "orbital_gap_ev": 9.511,
  "homo_ev": -8.8,
  "total_energy_ha": -383.5726,
  "e_above_lowest_kj_mol": 336.3,
  "species": ["C", "N", "C", "C", "O", "C", "C", "N", "H", "H", "H", "H", "H", "H", "H", "H", "H", "H", "H", "H", "H", "H"],
  "positions_angstrom": [[-1.548, -1.139, -1.974], [-1.423, -0.606, -0.639], [-0.058, -0.141, -0.305], [0.813, -1.385, 0.125], [1.967, -1.426, -0.643], [-0.473, 0.842, 0.854], [0.501, 1.525, 1.823], [1.245, 2.646, 1.197], [-2.532, -0.825, -2.257], [-0.747, -0.653, -2.731], [-1.389, -2.214, -2.089], [-1.647, -1.351, 0.004], [0.466, 0.450, -1.146], [1.217, -1.284, 1.213], [0.207, -2.399, -0.003], [2.049, -2.240, -1.182], [-1.119, 1.648, 0.336], [-1.219, 0.344, 1.431], [-0.063, 1.884, 2.695], [1.282, 0.905, 2.321], [1.944, 2.360, 0.437], [0.527, 3.059, 0.533]],
  "mulliken_charge": [-0.864, -0.502, 0.580, -0.542, -0.531, -1.200, -0.379, -0.712, 0.354, 0.230, 0.290, 0.290, 0.350, 0.177, 0.348, 0.311, 0.312, 0.331, 0.319, 0.276, 0.274, 0.286]
}

(11)
{
  "formula": "C5H14N2O",
  "method": "ωB97M-V with the def2-TZVPD basis set",
  "smiles": "C=[NH+]CC[C@H]([NH3+])CO",
  "fmax_ev_per_a": 6.37,
  "orbital_gap_ev": 8.544,
  "homo_ev": -17.5,
  "total_charge": 2,
  "total_energy_ha": -382.9461,
  "e_above_lowest_kj_mol": 243.8,
  "species": ["C", "N", "C", "C", "C", "N", "C", "O", "H", "H", "H", "H", "H", "H", "H", "H", "H", "H", "H", "H", "H", "H"],
  "positions_angstrom": [[-2.048, -1.024, -3.114], [-1.810, -0.613, -1.801], [-0.502, -0.169, -1.329], [-0.067, -0.578, 0.050], [0.636, 0.496, 0.866], [2.082, 0.590, 0.482], [0.325, 0.206, 2.316], [0.806, 1.261, 3.043], [-3.117, -1.185, -3.439], [-1.216, -1.166, -3.962], [-2.631, -0.490, -1.219], [0.419, -0.448, -2.032], [-0.407, 1.021, -1.383], [-1.024, -0.982, 0.620], [0.613, -1.484, -0.085], [0.198, 1.585, 0.787], [2.322, 1.228, -0.349], [2.531, 1.108, 1.182], [2.475, -0.280, 0.274], [-0.812, 0.286, 2.440], [0.695, -0.750, 2.715], [0.533, 1.387, 3.939]],
  "mulliken_charge": [-0.049, -0.002, -0.471, -0.782, -0.002, -0.217, -0.923, -0.524, 0.290, 0.290, 0.315, 0.319, 0.283, 0.470, 0.384, 0.409, 0.385, 0.375, 0.342, 0.397, 0.373, 0.339]
}

(12)
{
  "formula": "C5H14N2O",
  "method": "ωB97M-V with the def2-TZVPD basis set",
  "smiles": "C=C([NH3+])C[C@@H]([NH3+])CO",
  "fmax_ev_per_a": 5.19,
  "orbital_gap_ev": 11.223,
  "homo_ev": -18.5,
  "total_charge": 2,
  "total_energy_ha": -382.9418,
  "e_above_lowest_kj_mol": 255.1,
  "species": ["C", "C", "N", "C", "C", "N", "C", "O", "H", "H", "H", "H", "H", "H", "H", "H", "H", "H", "H", "H", "H", "H"],
  "positions_angstrom": [[0.380, -2.213, 0.653], [-0.752, -1.570, 0.447], [-1.968, -2.275, 0.244], [-0.997, -0.041, 0.348], [0.033, 0.760, -0.427], [-0.281, 2.189, -0.963], [1.415, 0.953, 0.387], [2.253, 1.840, -0.417], [1.346, -1.822, 1.056], [0.479, -3.378, 0.310], [-2.039, -2.696, -0.667], [-2.841, -1.647, 0.370], [-2.059, -3.044, 1.112], [-2.048, 0.071, -0.029], [-1.031, 0.418, 1.418], [0.269, 0.065, -1.363], [-0.315, 2.703, -0.132], [0.583, 2.486, -1.389], [-1.187, 2.239, -1.526], [1.395, 1.536, 1.307], [1.953, 0.028, 0.635], [2.740, 1.582, -1.180]],
  "mulliken_charge": [-0.706, 0.374, -0.317, -0.776, -0.152, -0.187, -0.474, -0.586, 0.263, 0.267, 0.350, 0.445, 0.487, 0.297, 0.338, 0.275, 0.357, 0.383, 0.378, 0.346, 0.311, 0.329]
}